# C42H62IN9O2

A 6-piece molecular cluster, C42H62IN9O2 overall (ωB97M-V/def2-TZVPD, OMol25).

Each line ends with the Mulliken charge.
Positions of all 116 atoms, in Å:
C1 1.67 2.14 5.13  -1.5844
C2 2.10 1.04 4.13  0.8239
C3 3.48 0.89 3.75  0.0747
C4 3.92 -0.14 2.77  -0.4925
C5 3.01 -1.08 2.17  0.6669
C6 3.55 -2.15 1.19  -1.1050
C7 3.18 -1.90 -0.33  -0.2970
N1 4.30 -1.18 -0.99  -0.7053
C8 1.57 -0.94 2.54  0.4979
C9 0.52 -1.89 1.90  -0.6087
C10 0.68 -3.41 2.28  -0.6224
C11 -0.43 -3.84 3.37  -1.0679
I1 -0.05 -5.92 3.85  -0.0355
C12 1.14 0.09 3.49  0.9293
C13 -0.35 0.30 3.87  0.0659
C14 -0.79 0.24 5.25  -0.5243
C15 -2.16 0.46 5.71  -0.7235
C16 -3.09 0.76 4.59  -0.4557
C17 -2.50 0.77 3.27  -0.0773
N2 -1.23 0.58 2.87  -0.4905
C18 5.47 0.03 2.57  0.1232
O1 6.24 -0.68 1.99  -0.6257
N3 5.71 1.24 3.27  0.2914
C19 6.73 2.18 2.77  -0.8863
C20 6.17 3.57 2.30  -0.5407
C21 5.75 3.65 0.79  -0.3310
N4 5.51 5.10 0.46  -0.7139
C22 4.76 1.68 4.21  -0.0296
O2 4.88 2.44 5.13  -0.5956
H1 1.40 1.77 6.15  0.2751
H2 0.82 2.76 4.73  0.3236
H3 2.54 2.85 5.23  0.4078
H4 3.10 -3.15 1.46  0.1624
H5 4.65 -2.29 1.33  0.6478
H6 2.27 -1.26 -0.38  0.5162
H7 3.00 -2.86 -0.89  -0.2057
H8 4.11 -0.18 -0.93  0.2975
H9 5.19 -1.36 -0.53  0.2973
H10 -0.51 -1.58 2.22  0.4051
H11 0.54 -1.71 0.78  0.1300
H12 1.66 -3.52 2.81  0.6016
H13 0.64 -4.09 1.39  0.2242
H14 -1.47 -3.62 3.04  0.5115
H15 -0.17 -3.24 4.28  0.3678
H16 -0.02 0.00 6.03  0.4854
H17 -2.48 0.40 6.77  0.3908
H18 -4.17 0.96 4.78  0.3989
H19 -3.24 0.96 2.43  0.1510
H20 7.25 1.72 1.88  0.3784
H21 7.52 2.27 3.57  0.3304
H22 7.01 4.31 2.44  0.3556
H23 5.32 3.96 2.91  0.3350
H24 4.78 3.14 0.56  0.2590
H25 6.55 3.29 0.08  0.3153
H26 4.81 5.40 1.16  0.2677
H27 6.35 5.61 0.74  0.2719
C23 -3.41 1.31 -1.62  -0.8396
C24 -4.50 0.32 -1.99  -0.4553
C25 -5.85 0.64 -1.35  -0.1493
C26 -5.72 0.60 0.13  0.1889
N5 -5.62 0.58 1.28  -0.4335
H28 -3.21 1.31 -0.54  0.1572
H29 -2.47 1.06 -2.12  0.3200
H30 -3.69 2.33 -1.91  0.2249
H31 -4.18 -0.69 -1.70  0.3377
H32 -4.62 0.31 -3.08  0.2637
H33 -6.60 -0.10 -1.66  0.3310
H34 -6.20 1.63 -1.66  0.0702
C27 -3.41 4.45 -5.52  -0.9150
C28 -4.51 3.47 -5.89  -0.4701
C29 -5.86 3.79 -5.25  -0.2782
C30 -5.74 3.76 -3.77  0.3086
N6 -5.64 3.73 -2.62  -0.5700
H35 -3.21 4.45 -4.45  0.2936
H36 -2.48 4.19 -6.03  0.3628
H37 -3.68 5.47 -5.81  0.1192
H38 -4.19 2.46 -5.60  0.2860
H39 -4.63 3.46 -6.98  0.3263
H40 -6.61 3.06 -5.56  0.3124
H41 -6.21 4.78 -5.55  0.2657
C31 0.62 -3.70 -3.92  -1.2238
C32 1.20 -4.72 -2.95  0.1864
C33 0.12 -5.51 -2.20  -0.3272
C34 -0.72 -4.58 -1.39  0.2392
N7 -1.38 -3.86 -0.78  -0.4818
H42 0.03 -2.93 -3.40  0.3175
H43 1.42 -3.18 -4.45  0.3459
H44 -0.03 -4.18 -4.66  0.3521
H45 1.84 -4.20 -2.24  -0.1949
H46 1.82 -5.42 -3.50  0.3352
H47 0.58 -6.23 -1.53  0.2060
H48 -0.52 -6.05 -2.90  0.3773
C35 1.11 -11.39 1.63  -1.1178
C36 2.36 -11.01 2.41  -0.4352
C37 2.31 -9.58 2.95  -0.3425
C38 2.19 -8.61 1.83  0.2228
N8 2.10 -7.87 0.96  -0.4125
H49 0.98 -10.77 0.74  0.3418
H50 1.17 -12.43 1.29  0.3214
H51 0.21 -11.30 2.25  0.2979
H52 3.23 -11.13 1.77  0.2943
H53 2.48 -11.70 3.25  0.3014
H54 3.22 -9.36 3.52  0.2793
H55 1.46 -9.45 3.62  0.2515
C39 -3.22 9.46 -5.73  -1.1331
C40 -4.51 9.82 -5.00  -0.4037
C41 -5.15 8.62 -4.29  -0.4131
C42 -5.48 7.56 -5.28  0.2725
N9 -5.74 6.74 -6.04  -0.5395
H56 -3.39 8.73 -6.52  0.3387
H57 -2.78 10.35 -6.19  0.3316
H58 -2.48 9.04 -5.03  0.3001
H59 -5.22 10.24 -5.72  0.2907
H60 -4.30 10.60 -4.27  0.3098
H61 -6.06 8.93 -3.78  0.3123
H62 -4.46 8.20 -3.55  0.2799

Its SMILES is Cc1c2c(c(CCN)c(CCCI)c1-c1ccccn1)C(=O)N(CCCN)C2=O.CCCC#N.CCCC#N.CCCC#N.CCCC#N.CCCC#N. Its total charge is 0.

# C42H63ClF5N3O20P

A 6-piece molecular cluster, C42H63ClF5N3O20P overall (ωB97M-V/def2-TZVPD, OMol25).

Each line ends with the Mulliken charge.
Positions of all 135 atoms, in Å:
C1 -3.95 -0.17 -1.58  -0.8860
C2 -3.44 0.55 -2.84  -1.1894
C3 -2.06 0.04 -3.25  -0.7232
C4 -0.93 0.53 -2.33  1.4212
C5 0.30 1.04 -3.07  -1.7818
C6 1.49 1.33 -2.14  -0.6722
C7 1.26 2.48 -1.17  -0.9831
C8 2.38 2.58 -0.14  -0.2837
C9 2.26 3.81 0.77  -1.3645
C10 2.16 3.51 2.27  -0.1330
C11 3.30 2.65 2.83  -0.5983
C12 2.96 2.18 4.27  -0.8466
C13 2.91 0.66 4.41  -1.1149
C14 1.80 0.04 3.56  1.5944
C15 0.52 -0.24 4.37  -1.6020
N1 -0.22 -1.43 3.86  1.0127
N2 -0.18 -2.44 4.68  -1.5250
C16 -0.77 -3.55 4.29  0.3335
C17 -0.71 -4.66 5.28  -0.4816
C18 -1.67 -4.32 6.47  -0.5065
C19 -2.97 -3.64 6.03  -0.9796
C20 -1.39 -3.63 3.04  1.7463
C21 -2.00 -4.94 2.65  -2.1612
C22 -0.90 -5.99 2.44  0.6809
O1 0.17 -5.71 1.96  -0.4166
Cl1 -1.28 -7.63 2.97  -0.1306
C23 -1.44 -2.53 2.20  -1.6159
N3 -2.04 -2.49 0.93  1.5215
C24 -3.49 -2.72 0.90  -0.9848
C25 -1.27 -3.16 -0.12  1.1744
C26 -1.56 -4.57 -0.64  -2.2665
O2 -0.33 -2.56 -0.60  -0.5684
C27 -0.81 -1.36 2.68  0.3489
P1 -0.90 0.12 1.54  0.6745
O3 -2.17 0.17 0.83  -0.2464
O4 0.29 -0.03 0.54  -0.4435
O5 -0.68 1.50 2.30  -0.4369
H1 -4.02 0.52 -0.74  0.6172
H2 -4.95 -0.56 -1.75  0.6862
H3 -3.30 -1.00 -1.29  -0.4192
H4 -3.42 1.63 -2.68  0.4410
H5 -4.14 0.33 -3.65  0.4826
H6 -1.89 0.30 -4.30  0.4631
H7 -2.06 -1.05 -3.22  0.1216
H8 -1.32 1.27 -1.63  0.2570
H9 -0.60 -0.32 -1.73  -0.6869
H10 0.58 0.28 -3.79  0.3252
H11 0.08 1.94 -3.65  0.4296
H12 1.77 0.40 -1.65  0.3410
H13 2.31 1.62 -2.80  0.4212
H14 0.28 2.43 -0.69  0.4551
H15 1.25 3.41 -1.75  0.7497
H16 2.49 1.64 0.41  0.2261
H17 3.29 2.71 -0.72  0.2459
H18 1.34 4.33 0.50  0.4760
H19 3.06 4.53 0.62  0.4504
H20 2.19 4.47 2.79  0.4733
H21 1.21 3.05 2.55  -0.1154
H22 4.24 3.20 2.81  0.6608
H23 3.40 1.75 2.22  0.1721
H24 1.98 2.57 4.54  0.2887
H25 3.69 2.62 4.95  0.5446
H26 3.89 0.26 4.16  0.4325
H27 2.73 0.43 5.46  0.3325
H28 2.15 -0.92 3.16  0.3773
H29 1.62 0.69 2.71  -0.8939
H30 0.86 -0.44 5.38  0.7189
H31 -0.13 0.63 4.46  0.1480
H32 0.29 -4.74 5.69  0.3543
H33 -1.08 -5.59 4.85  -0.0120
H34 -1.91 -5.22 7.04  0.4866
H35 -1.17 -3.61 7.12  0.3173
H36 -3.45 -4.15 5.19  0.1883
H37 -3.68 -3.66 6.86  0.4275
H38 -2.81 -2.58 5.82  0.2288
H39 -2.55 -4.90 1.72  0.4226
H40 -2.62 -5.29 3.46  0.6961
H41 -3.80 -3.68 0.47  0.4186
H42 -3.98 -1.93 0.34  0.0625
H43 -3.89 -2.69 1.91  0.3989
H44 -2.53 -4.98 -0.39  0.3855
H45 -0.75 -5.20 -0.32  0.4558
H46 -1.49 -4.51 -1.72  0.8923
H47 0.96 -0.64 0.88  0.4431
H48 -1.38 1.64 2.94  0.3757
C28 -3.51 -3.97 -3.44  0.4366
C29 -4.72 -4.80 -3.07  0.2969
O6 -5.66 -3.81 -2.68  -0.3528
C30 -5.35 -2.68 -3.37  0.6677
O7 -6.07 -1.75 -3.50  -0.5289
O8 -4.11 -2.77 -3.91  -0.1994
F1 -4.46 -5.61 -2.01  -0.3005
H49 -2.89 -3.75 -2.57  -1.1296
H50 -2.90 -4.44 -4.20  0.6156
H51 -5.13 -5.38 -3.88  0.2754
C31 4.60 4.73 -5.62  -0.4902
C32 4.19 3.31 -5.32  0.3553
O9 3.52 3.44 -4.07  -0.2297
C33 2.99 4.70 -4.05  0.6142
O10 2.15 5.06 -3.28  -0.5138
O11 3.54 5.48 -5.01  -0.3276
F2 5.26 2.50 -5.15  -0.2920
H52 5.54 5.00 -5.15  0.1899
H53 4.66 4.94 -6.68  0.3604
H54 3.51 2.87 -6.05  0.2952
C34 -6.67 -3.73 -7.60  -0.4576
C35 -5.44 -3.95 -6.76  0.4190
O12 -4.59 -4.67 -7.63  -0.3292
C36 -4.92 -4.30 -8.90  0.5741
O13 -4.25 -4.50 -9.85  -0.4744
O14 -6.12 -3.65 -8.92  -0.3004
F3 -5.70 -4.72 -5.66  -0.3325
H55 -7.36 -4.58 -7.55  0.2702
H56 -7.21 -2.82 -7.35  0.3042
H57 -4.94 -3.03 -6.44  0.2780
C37 2.54 1.37 10.11  -0.4947
C38 3.64 1.06 9.13  0.3024
O15 2.92 0.76 7.95  -0.2864
C39 1.75 1.45 8.01  0.6158
O16 1.02 1.64 7.09  -0.4195
O17 1.52 1.91 9.26  -0.3571
F4 4.37 -0.02 9.50  -0.2662
H58 2.17 0.46 10.60  0.2878
H59 2.83 2.08 10.88  0.2844
H60 4.32 1.90 8.93  0.3109
C40 6.64 8.83 -4.47  -0.4496
C41 7.10 9.65 -5.65  0.2970
O18 7.28 8.67 -6.66  -0.3195
C42 6.41 7.66 -6.38  0.6257
O19 6.11 6.80 -7.14  -0.4644
O20 5.94 7.76 -5.12  -0.2445
F5 8.29 10.26 -5.41  -0.2838
H61 7.48 8.43 -3.90  0.2861
H62 5.98 9.38 -3.80  0.2633
H63 6.38 10.40 -6.00  0.2881

Its total charge is +1.

| no. | HOMO level (eV) | E (eV) | orbital gap (Ha) |
| --- | --- | --- | --- |
| 1 | -8.64 | -70164.01850 | 0.31191 |
| 2 | -11.69 | -125390.72535 | 0.26968 |